Arrangement i

The following is a DFT calculation (wB97M-V/def2-TZVPD) of a 3-piece molecular cluster, C3H7O2 overall.

Structure (XYZ):
```
12
C3H7O2 | the Open Molecules 2025 dataset | wB97M-V/def2-TZVPD
C 1.182 1.110 -0.607
O 2.239 1.064 -1.173
H 0.146 1.183 -0.974
H 1.223 0.902 0.478
H -0.362 -0.278 -4.219
C -1.884 -0.363 0.099
C -0.842 -0.780 0.888
O -0.711 -1.042 2.102
H -1.793 -0.124 -0.948
H -2.789 -0.141 0.668
H 0.142 -1.046 0.306
H 0.038 -0.577 -4.763
```

Results
**Orbital gap**: 6.570 eV
**Charge**: -1
**HOMO**: -2.6 eV
**Spin multiplicity**: 1

Arrangement ii

The following is a DFT calculation (wB97M-V/def2-TZVPD) of an isolated ion of composition C3H7O2 and charge -1.

Structure (XYZ):
```
12
C3H7O2 | the Open Molecules 2025 dataset | wB97M-V/def2-TZVPD
C -0.692 1.171 -0.894
O 0.048 1.155 0.218
H -1.405 2.164 -0.984
H -1.374 0.327 -0.852
H -0.119 0.963 -1.844
O 1.161 -0.780 -1.138
C 0.967 -0.326 0.069
C 0.053 -1.150 1.044
H 1.895 0.090 0.495
H 0.316 -2.170 0.968
H 0.236 -0.568 2.018
H -1.086 -0.877 0.899
```

Results
**Orbital gap**: 7.809 eV
**Charge**: -1
**SMILES**: CO[C@@H](C)[O-]
**HOMO**: -3.2 eV
**Spin multiplicity**: 1

Arrangement iii

The following is a DFT calculation (wB97M-V/def2-TZVPD) of an isolated ion of composition C3H7O2 and charge -1.

Structure (XYZ):
```
12
C3H7O2 | the Open Molecules 2025 dataset | wB97M-V/def2-TZVPD
C -1.821 0.318 0.124
O -0.626 -0.107 0.660
H -2.522 -0.531 -0.004
H -2.349 0.998 0.809
H -1.687 0.780 -0.862
O 0.980 1.620 0.152
C 0.638 0.449 -0.167
C 1.610 -0.713 0.077
H 0.171 0.297 -1.192
H 1.087 -1.660 0.026
H 2.110 -0.680 1.043
H 2.409 -0.770 -0.666
```

Results
**Orbital gap**: 7.507 eV
**Charge**: -1
**SMILES**: CO[C@H](C)[O-]
**HOMO**: -2.9 eV
**Spin multiplicity**: 1

Arrangement iv

The following is a DFT calculation (wB97M-V/def2-TZVPD) of C3H7O2 as an isolated structure.

Structure (XYZ):
```
12
C3H7O2 | the Open Molecules 2025 dataset | wB97M-V/def2-TZVPD
C 1.690 0.616 -0.170
O 2.673 1.182 -0.622
H 1.166 -0.222 -0.765
H 1.091 0.880 0.756
H 0.556 -1.882 -0.196
C -1.475 0.804 -0.368
C -1.349 -0.201 0.635
O -0.687 -0.153 1.792
H -2.125 0.504 -1.273
H -1.166 1.864 -0.188
H -1.554 -1.226 0.184
H 1.180 -2.166 0.215
```

Results
**Orbital gap**: 7.040 eV
**Charge**: -1
**HOMO**: -2.8 eV
**Spin multiplicity**: 1

Quick one: least stable of them? arrangement iv

Arrangement i

The following is a DFT calculation (wB97M-V/def2-TZVPD) of a 3-piece molecular cluster, C4H10O3 overall.

Structure (XYZ):
```
17
C4H10O3 | the Open Molecules 2025 dataset | wB97M-V/def2-TZVPD
C -1.720 0.449 -0.936
C -0.422 0.783 -0.692
O 0.416 1.212 -1.674
C 0.275 1.119 0.633
C 0.912 2.239 0.807
H -2.092 0.345 -1.911
H -2.442 0.205 -0.124
H 0.587 0.601 -2.358
H -0.133 0.438 1.449
H 1.130 2.768 -0.056
H 1.464 2.481 1.690
H -1.088 -3.086 1.795
H -1.262 -1.818 0.863
O -0.687 -2.216 1.577
H 1.991 -2.442 -0.917
H 1.092 -1.423 0.068
O 1.979 -1.657 -0.214
```

Results
**Orbital gap (spin up / spin down)**: 9.609 / 5.784 eV
**Charge**: +1
**HOMO (spin up / spin down)**: -14.7 / -14.7 eV
**Spin multiplicity**: 2
**<S²>**: 0.77

Arrangement ii

The following is a DFT calculation (wB97M-V/def2-TZVPD) of a 3-piece molecular cluster, C4H10O3 overall.

Structure (XYZ):
```
17
C4H10O3 | the Open Molecules 2025 dataset | wB97M-V/def2-TZVPD
C 1.522 -2.326 1.693
C 2.227 -1.297 1.189
C 1.911 -0.653 -0.058
C 0.620 -0.160 -0.251
O 0.393 0.678 -1.206
H 1.872 -2.883 2.551
H 0.602 -2.611 1.184
H 3.069 -0.859 1.723
H 2.662 -0.585 -0.843
H -0.167 -0.407 0.451
H -0.539 1.010 -1.190
H -2.761 2.310 -1.578
H -1.624 1.880 -2.581
O -2.201 1.573 -1.871
H -1.845 1.171 0.771
H -3.297 0.622 0.653
O -2.715 1.194 1.165
```

Results
**Orbital gap (spin up / spin down)**: 10.363 / 7.386 eV
**Charge**: +1
**HOMO (spin up / spin down)**: -14.6 / -15.0 eV
**Spin multiplicity**: 2
**<S²>**: 0.77

Quick one: least stable of them? arrangement i

Arrangement i

The following is a DFT calculation (wB97M-V/def2-TZVPD) of one molecule with the formula C3H5P.

Structure (XYZ):
```
9
C3H5P | the Open Molecules 2025 dataset | wB97M-V/def2-TZVPD
C -0.472 -0.690 0.117
C -1.811 -0.314 -0.616
C 0.400 0.066 0.967
P -1.055 -2.117 -0.474
H -2.487 -0.014 0.114
H -1.628 0.148 -1.573
H 0.778 0.950 0.502
H 1.335 -0.514 1.146
H -0.283 0.391 1.848
```

Results
**Orbital gap**: 9.356 eV
**SMILES**: CC1=PC1
**HOMO**: -8.8 eV
**Spin multiplicity**: 1

Arrangement ii

The following is a DFT calculation (wB97M-V/def2-TZVPD) of one molecule with the formula C3H5P.

Structure (XYZ):
```
9
C3H5P | the Open Molecules 2025 dataset | wB97M-V/def2-TZVPD
C -0.691 0.027 -0.539
C -1.542 -0.453 0.267
C 0.598 0.618 -0.622
P -1.937 0.863 1.567
H -2.234 -1.253 0.200
H -1.006 0.087 2.010
H 0.840 0.967 0.381
H 0.569 1.522 -1.233
H 1.321 -0.150 -0.886
```

Results
**Orbital gap (spin up / spin down)**: 7.431 / 6.355 eV
**HOMO (spin up / spin down)**: -7.7 / -7.1 eV
**Spin multiplicity**: 1

Quick one: least stable of them? arrangement ii